1.
Here is a cluster of 5 separate species, C29H45F9INO11 in total from the OMol25 dataset. Energies are from wB97M-V/def2-TZVPD.

Last column: Mulliken charge in e.
Geometry (Å):
C (2.491, 1.217, 2.283)  -0.1150
C (3.059, 2.775, 2.445)  0.6403
O (4.203, 3.059, 1.762)  -0.5640
O (2.368, 3.763, 3.320)  -0.4166
C (1.962, 4.927, 2.476)  -0.7960
C (0.681, 4.477, 1.557)  0.9468
N (-0.355, 5.553, 1.942)  -0.4931
C (-0.129, 6.689, 0.936)  0.3016
O (-0.030, 7.982, 1.256)  -0.5786
C (-0.008, 5.978, -0.560)  -0.1425
C (0.749, 4.586, -0.076)  -0.4720
I (2.739, 4.573, -1.066)  0.1682
C (0.134, 3.140, -0.652)  -0.7362
C (-1.497, 3.038, -0.542)  -0.7195
C (-2.072, 1.601, -0.002)  0.7759
F (-1.140, 0.830, 0.852)  -0.2633
F (-2.365, 0.769, -1.228)  -0.3262
C (-3.504, 1.722, 0.833)  0.6803
F (-4.679, 1.982, -0.065)  -0.2853
F (-3.757, 0.355, 1.426)  -0.3019
C (-3.472, 2.821, 2.049)  0.4478
F (-2.100, 2.936, 2.663)  -0.2569
F (-3.905, 4.198, 1.612)  -0.2942
C (-4.473, 2.432, 3.325)  0.5823
F (-5.811, 2.139, 2.752)  -0.2299
F (-3.923, 1.366, 4.198)  -0.2213
F (-4.585, 3.703, 4.133)  -0.2403
H (3.185, 0.539, 1.628)  0.2082
H (2.405, 0.805, 3.392)  0.3524
H (1.428, 1.260, 1.750)  -0.1946
H (2.860, 5.393, 1.889)  0.2709
H (1.603, 5.760, 3.249)  0.3270
H (0.313, 3.384, 1.856)  -0.0113
H (-1.352, 5.291, 1.749)  0.2762
H (0.671, 6.737, -1.175)  0.2950
H (-1.086, 5.911, -1.012)  0.2042
H (0.728, 2.303, -0.090)  0.2819
H (0.465, 3.119, -1.798)  0.6147
H (-1.876, 3.978, 0.049)  0.0363
H (-1.912, 3.162, -1.655)  0.3027
C (0.057, -3.137, -4.585)  -0.8096
C (0.580, -2.086, -3.626)  -0.2501
O (0.844, -0.849, -4.313)  -0.3885
C (-0.079, 0.111, -4.549)  0.8301
C (-1.530, -0.218, -4.357)  -0.9007
O (0.262, 1.206, -4.988)  -0.6317
H (-0.895, -2.837, -5.029)  0.2636
H (-0.086, -4.091, -4.071)  0.4068
H (0.760, -3.283, -5.412)  0.1500
H (-0.085, -1.928, -2.770)  0.2049
H (1.538, -2.421, -3.214)  0.2902
H (-1.949, -0.569, -5.304)  0.2906
H (-2.053, 0.692, -4.046)  0.2365
H (-1.714, -0.955, -3.577)  0.3102
C (-4.882, 2.012, 7.457)  -0.8880
C (-5.041, 0.552, 7.080)  -0.1579
O (-4.193, -0.283, 7.890)  -0.3488
C (-4.527, -0.766, 9.108)  0.6953
C (-5.719, -0.188, 9.813)  -0.8672
O (-3.822, -1.607, 9.658)  -0.5875
H (-5.187, 2.195, 8.490)  0.3416
H (-5.482, 2.647, 6.801)  0.2824
H (-3.832, 2.314, 7.378)  0.2773
H (-6.083, 0.217, 7.123)  0.3403
H (-4.715, 0.410, 6.044)  0.0755
H (-5.394, 0.636, 10.454)  0.2362
H (-6.168, -0.971, 10.432)  0.3004
H (-6.504, 0.154, 9.141)  0.3197
C (4.269, -4.976, -8.957)  -0.9801
C (3.473, -4.931, -7.668)  -0.4043
O (2.248, -4.196, -7.847)  -0.3445
C (1.093, -4.728, -8.309)  0.8021
C (1.129, -6.083, -8.954)  -1.0146
O (0.052, -4.080, -8.272)  -0.5670
H (3.726, -5.498, -9.747)  0.2700
H (5.226, -5.482, -8.801)  0.3570
H (4.463, -3.961, -9.322)  0.3053
H (3.279, -5.927, -7.256)  0.3636
H (4.048, -4.390, -6.908)  0.3285
H (1.269, -5.966, -10.032)  0.2536
H (0.172, -6.580, -8.767)  0.3121
H (1.896, -6.741, -8.551)  0.3384
C (4.792, -5.045, 0.250)  -0.9512
C (5.533, -3.755, 0.540)  -0.4009
O (4.720, -2.612, 0.216)  -0.3480
C (3.819, -2.049, 1.052)  0.7407
C (3.406, -2.801, 2.283)  -0.8998
O (3.291, -0.978, 0.767)  -0.6741
H (3.894, -5.139, 0.865)  0.2697
H (5.434, -5.909, 0.440)  0.3627
H (4.465, -5.071, -0.795)  0.2811
H (5.899, -3.701, 1.571)  0.3742
H (6.418, -3.696, -0.104)  0.3013
H (2.520, -3.401, 2.060)  0.2613
H (3.162, -2.076, 3.066)  0.2546
H (4.189, -3.437, 2.693)  0.3322

Values from the calculation:
SMILES ... CC(=O)OC[C@H]1NC(=O)C[C@]1(I)CCC(F)(F)C(F)(F)C(F)(F)C(F)(F)F.CCOC(C)=O.CCOC(C)=O.CCOC(C)=O.CCOC(C)=O
Energy above the lowest of the compared OMol25 structures with the same formula, charge and spin ... 6.787 eV
LUMO energy ... -0.51 eV
HOMO ... -9.27 eV
F_max ... 0.174 Eh/bohr


2.
Here is an isolated molecule of C5H6O2 from the OMol25 dataset. Energies are from wB97M-V/def2-TZVPD.

Last column: Mulliken charge in e.
Geometry (Å):
O (-1.993, -0.519, 1.451)  -0.4881
C (-1.206, 0.593, 1.822)  -0.3130
C (-0.006, 0.704, 0.957)  0.1660
C (0.733, 0.175, 0.102)  0.1298
C (1.555, -0.370, -0.893)  -0.8190
C (1.093, -0.421, -2.266)  0.0416
O (1.597, -1.136, -3.113)  -0.5138
H (-1.447, -1.314, 1.515)  0.3187
H (-0.901, 0.549, 2.877)  0.2745
H (-1.848, 1.468, 1.696)  0.2796
H (2.441, -0.921, -0.600)  0.3303
H (1.350, 1.177, 0.012)  0.2607
H (0.200, 0.201, -2.495)  0.3326

Values from the calculation:
Energy above the lowest of the compared OMol25 structures with the same formula, charge and spin ... 5.834 eV
LUMO energy (alpha / beta) ... -0.72 / -0.46 eV
HOMO (alpha / beta) ... -8.29 / -8.43 eV
F_max ... 0.010 Eh/bohr


3.
Here is a cluster of 7 separate species, C15H39NO6S5 in total from the OMol25 dataset. Energies are from wB97M-V/def2-TZVPD.

Last column: Mulliken charge in e.
Geometry (Å):
C (1.392, -2.117, -2.242)  -0.1123
C (2.417, -2.983, -2.810)  0.1916
N (3.189, -3.710, -3.251)  -0.3989
H (1.642, -1.065, -2.367)  0.3305
H (1.274, -2.256, -1.167)  -0.2153
H (0.462, -2.376, -2.745)  0.2104
C (1.869, -4.391, 1.005)  -0.4311
S (1.182, -5.622, 2.138)  0.4104
O (0.654, -4.885, 3.317)  -0.6212
C (-0.242, -6.068, 1.133)  -0.4959
H (2.702, -4.783, 0.418)  0.4472
H (2.109, -3.464, 1.516)  0.3231
H (1.122, -4.187, 0.227)  -0.1777
H (-0.838, -5.172, 0.954)  -0.2457
H (-0.823, -6.855, 1.600)  0.4375
H (0.167, -6.384, 0.168)  0.3855
C (5.564, 2.531, 2.345)  -0.9057
S (6.102, 3.552, 0.940)  0.4801
O (4.891, 4.185, 0.344)  -0.5919
C (6.826, 4.813, 2.014)  -0.9029
H (4.916, 1.703, 2.061)  0.2449
H (5.045, 3.060, 3.145)  0.3110
H (6.457, 2.098, 2.805)  0.4030
H (7.829, 4.562, 2.360)  0.3467
H (6.176, 4.956, 2.875)  0.2785
H (6.884, 5.756, 1.472)  0.3410
C (-2.139, -3.549, -1.332)  -0.5813
S (-3.345, -2.444, -0.580)  0.7596
O (-4.538, -3.318, -0.349)  -0.7061
C (-2.440, -2.341, 0.977)  -0.8603
H (-1.174, -3.043, -1.232)  -0.1948
H (-2.366, -3.731, -2.380)  0.4327
H (-2.042, -4.497, -0.803)  0.2907
H (-2.304, -3.327, 1.427)  0.3964
H (-2.986, -1.701, 1.669)  0.4055
H (-1.417, -1.961, 0.917)  0.0154
C (-4.047, 1.398, -3.582)  -0.9421
S (-4.635, 1.176, -1.894)  0.4549
O (-3.407, 0.801, -1.119)  -0.4790
C (-5.644, -0.287, -2.133)  -0.8068
H (-4.859, 1.837, -4.171)  0.4099
H (-3.708, 0.475, -4.049)  0.3059
H (-3.267, 2.156, -3.575)  0.2567
H (-4.999, -1.158, -2.236)  0.1027
H (-6.153, -0.225, -3.099)  0.3979
H (-6.392, -0.410, -1.357)  0.3343
C (-1.649, 3.716, -1.252)  -0.6425
S (-1.465, 5.370, -0.507)  0.4274
O (-2.803, 5.911, -0.149)  -0.6187
C (-0.667, 4.755, 1.006)  -0.6522
H (-0.661, 3.353, -1.532)  0.3596
H (-2.345, 3.790, -2.079)  0.2473
H (-2.015, 3.028, -0.487)  0.1035
H (-1.425, 4.209, 1.566)  0.2702
H (-0.277, 5.574, 1.603)  0.4253
H (0.161, 4.158, 0.628)  0.0429
C (1.771, 1.499, 1.022)  -0.8986
C (0.813, 0.338, 1.204)  0.8100
O (1.190, -0.796, 1.020)  -0.5298
C (-0.641, 0.692, 1.402)  -0.8089
H (1.475, 2.356, 1.621)  0.3691
H (1.625, 1.739, -0.039)  0.2146
H (2.814, 1.229, 1.136)  0.0773
H (-0.714, 1.706, 1.794)  0.3195
H (-1.050, 0.052, 2.188)  0.3596
H (-1.242, 0.574, 0.500)  0.0896

Values from the calculation:
LUMO energy ... 0.19 eV
HOMO ... -8.89 eV
F_max ... 0.027 Eh/bohr


4.
Here is an isolated molecule of C3H2O3 from the OMol25 dataset. Energies are from wB97M-V/def2-TZVPD.

Last column: Mulliken charge in e.
Geometry (Å):
O (-1.912, -0.084, 0.988)  -0.3910
C (-0.891, 0.526, 0.805)  0.0288
C (-0.096, 0.330, -0.488)  0.5229
O (-0.296, 0.991, -1.478)  -0.4601
C (0.973, -0.759, -0.468)  0.0614
O (1.243, -1.341, 0.552)  -0.4287
H (-0.499, 1.270, 1.526)  0.3012
H (1.477, -0.934, -1.437)  0.3655

Values from the calculation:
SMILES ... O=CC(=O)C=O
Energy above the lowest of the compared OMol25 structures with the same formula, charge and spin ... 1.582 eV
LUMO energy ... -1.20 eV
HOMO ... -10.05 eV
F_max ... 0.012 Eh/bohr


Q: Number 2 is which compound?
A: C5H6O2


Q: Which value of F_max does entry 1 give?
A: 0.174 Eh/bohr


Q: F_max of number 1 (C29H45F9INO11)?
A: 0.174 Eh/bohr